# 1
Computed, not measured: C3H3N in the gas phase at a distorted geometry, with ωB97M-V with the def2-TZVPD basis set.

The HOMO energy comes out at -10.6 eV. For the frontier orbital gap, the calculation gives 0.3990 hartree.

Structure (ORCA input):
```
! wB97M-V def2-TZVPD RIJCOSX def2/J DEFGRID3
* xyz 0 1
N -2.59085 -0.22950 -0.07349
C 0.96978 -0.38853 -0.02693
C -0.04134 0.47334 -0.01426
C -1.43252 0.05220 0.11949
H 0.86196 -1.41860 0.11461
H 1.99059 -0.01849 -0.10897
H 0.24238 1.52958 -0.01045
*
```

Charges computed using natural (NBO), reported in e:
1 N -0.291
2 C -0.285
3 C -0.322
4 C 0.244
5 H 0.204
6 H 0.205
7 H 0.244

---

# 2
Computed, not measured: an isolated ion of composition C3H3N2 and charge +1 at a distorted geometry, with ωB97M-V with the def2-TZVPD basis set.

The HOMO energy comes out at -16.5 eV. For the frontier orbital gap, the calculation gives 0.4013 hartree.

Structure (ORCA input):
```
! wB97M-V def2-TZVPD RIJCOSX def2/J DEFGRID3
* xyz 1 1
N -1.23368 0.10960 -0.21696
N 1.24995 0.09398 -0.21100
C -0.03415 0.00533 0.51101
C -1.17955 -1.11985 0.04921
C 1.21215 -1.08473 0.07406
H 0.09502 0.41127 1.44471
H 1.49646 0.76770 -0.78771
H -1.60620 0.81670 -0.86332
*
```

Charges computed using natural (NBO), reported in e:
1 N -0.562
2 N -0.535
3 C -0.132
4 C 0.501
5 C 0.532
6 H 0.247
7 H 0.460
8 H 0.488

---

# 3
Computed, not measured: an isolated ion of composition C3H3N2 and charge +1 at a distorted geometry, with ωB97M-V with the def2-TZVPD basis set.

The HOMO energy comes out at -16.0 eV. For the frontier orbital gap, the calculation gives 0.3676 hartree.

Structure (ORCA input):
```
! wB97M-V def2-TZVPD RIJCOSX def2/J DEFGRID3
* xyz 1 1
N 1.21210 -0.16489 -0.29661
N -1.03142 0.76767 0.21117
C 0.82121 -1.07449 -1.06435
C -1.72327 0.08109 -0.54352
C -0.23020 -0.41548 0.07058
H 2.12365 0.22941 0.22720
H -0.95074 1.74628 0.59570
H -0.22132 -1.16960 0.79983
*
```

Charges computed using natural (NBO), reported in e:
1 N -0.570
2 N -0.559
3 C 0.512
4 C 0.523
5 C -0.174
6 H 0.526
7 H 0.502
8 H 0.240

---

# 4
Computed, not measured: an isolated ion of composition C3H3N2O and charge -1 at a distorted geometry, with ωB97M-V with the def2-TZVPD basis set.

The HOMO energy comes out at -2.4 eV. For the frontier orbital gap, the calculation gives 0.2540 hartree.

Structure (ORCA input):
```
! wB97M-V def2-TZVPD RIJCOSX def2/J DEFGRID3
* xyz -1 1
O -0.20967 1.50597 1.88022
N -0.58717 0.34468 1.40613
N -3.06441 -1.18556 -0.70033
C 0.13818 -0.43823 0.34536
C -2.18619 -0.44209 -0.51908
C -1.02119 0.35642 -0.09221
H 0.96090 -0.08964 -0.23027
H 0.29927 -1.46354 0.54311
H -0.80108 1.09008 -0.82214
*
```

Charges computed using natural (NBO), reported in e:
1 O -0.739
2 N -0.046
3 N -0.458
4 C -0.309
5 C 0.310
6 C -0.300
7 H 0.155
8 H 0.183
9 H 0.204

---

# 5
Computed, not measured: an isolated ion of composition C3H3N2O and charge +1 at a distorted geometry, with ωB97M-V with the def2-TZVPD basis set.

The HOMO energy comes out at -15.0 eV. For the frontier orbital gap, the calculation gives 0.3609 hartree.

Structure (ORCA input):
```
! wB97M-V def2-TZVPD RIJCOSX def2/J DEFGRID3
* xyz 1 1
O 0.95797 3.59550 0.50024
N 0.31252 1.35268 0.44654
N -0.53403 -2.10074 0.12446
C 0.06709 0.32611 -0.35792
C -0.19485 -0.90663 -0.03411
C 0.65315 2.50680 0.36066
H -1.51611 -2.38019 0.19754
H 0.09095 0.45104 -1.44964
H 0.16330 -2.84457 0.21224
*
```

Charges computed using natural (NBO), reported in e:
1 O -0.368
2 N -0.564
3 N -0.604
4 C -0.018
5 C 0.435
6 C 0.936
7 H 0.450
8 H 0.283
9 H 0.450

---

# 6
Computed, not measured: an isolated ion of composition C3H3N2O and charge +1 at a distorted geometry, with ωB97M-V with the def2-TZVPD basis set.

The HOMO energy (alpha / beta) comes out at -15.5 / -16.1 eV. For the frontier orbital gap (alpha / beta), the calculation gives 0.2674 / 0.2963 hartree.

Structure (ORCA input):
```
! wB97M-V def2-TZVPD RIJCOSX def2/J DEFGRID3
* xyz 1 1
O -2.08529 -0.39846 -0.11596
N -1.18672 -1.12578 -0.01906
N -0.95066 1.75012 0.12970
C 0.15005 1.25112 -0.02410
C 0.08404 -1.18617 0.23584
C 0.76032 -0.04373 -0.19646
H 1.75803 -0.11108 -0.60382
H 0.94710 2.01609 0.14539
H 0.52313 -2.15211 0.44847
*
```

Charges computed using natural (NBO), reported in e:
1 O 0.022
2 N 0.321
3 N 0.027
4 C -0.177
5 C -0.112
6 C 0.047
7 H 0.279
8 H 0.307
9 H 0.286

---

# 7
Computed, not measured: an isolated ion of composition C3H3N2O and charge +1 at a distorted geometry, with ωB97M-V with the def2-TZVPD basis set.

The HOMO energy (alpha / beta) comes out at -15.6 / -15.6 eV. For the frontier orbital gap (alpha / beta), the calculation gives 0.2858 / 0.2858 hartree.

Structure (ORCA input):
```
! wB97M-V def2-TZVPD RIJCOSX def2/J DEFGRID3
* xyz 1 1
O -1.79080 1.05670 -1.15478
N 0.21980 -0.36010 1.09631
N 1.13664 0.24697 -0.92997
C -0.98179 0.10513 0.95821
C 1.01452 -0.59117 0.01655
C -1.50563 0.59028 -0.20369
H 1.87524 -1.24590 0.04800
H -1.53418 0.26916 1.98239
H 1.56620 -0.07106 -1.81302
*
```

Charges computed using natural (NBO), reported in e:
1 O -0.164
2 N -0.153
3 N -0.543
4 C -0.165
5 C 0.169
6 C 0.887
7 H 0.244
8 H 0.322
9 H 0.402

---

# 8
Computed, not measured: an isolated ion of composition C3H3N2O2S and charge -1 at a distorted geometry, with ωB97M-V with the def2-TZVPD basis set.

The HOMO energy comes out at -3.9 eV. For the frontier orbital gap, the calculation gives 0.2766 hartree.

Structure (ORCA input):
```
! wB97M-V def2-TZVPD RIJCOSX def2/J DEFGRID3
* xyz -1 1
S 0.83746 0.00828 2.63990
O 0.80556 -0.89431 -2.31652
O -1.03189 1.93662 0.71398
N 1.10479 -0.48012 0.04816
N -0.81778 0.02935 -0.93838
C -0.80451 0.73784 0.54139
C 0.48208 0.03479 1.00148
C 0.36244 -0.45929 -1.23843
H -1.49882 0.09038 -1.66229
H 2.00022 -1.07124 0.12733
H -1.43954 0.06770 1.08338
*
```

Charges computed using natural (NBO), reported in e:
1 S -0.320
2 O -0.690
3 O -0.779
4 N -0.607
5 N -0.688
6 C 0.282
7 C 0.156
8 C 0.765
9 H 0.392
10 H 0.407
11 H 0.082

---

# 9
Computed, not measured: an isolated ion of composition C3H3N2S and charge -1 at a distorted geometry, with ωB97M-V with the def2-TZVPD basis set.

The HOMO energy (alpha / beta) comes out at -2.6 / -2.9 eV. Its expectation value of S² is 2.0311. For the frontier orbital gap (alpha / beta), the calculation gives 0.2448 / 0.2382 hartree.

Structure (ORCA input):
```
! wB97M-V def2-TZVPD RIJCOSX def2/J DEFGRID3
* xyz -1 3
S 4.02994 0.01485 0.01402
N 2.49891 0.57033 0.18457
N -0.19429 2.72174 -0.21858
C -0.09089 1.59454 0.23187
C 0.21593 0.19306 -0.13665
C 1.49037 -0.14305 -0.20528
H 1.55132 -1.17565 -0.74691
H -0.62811 1.60062 1.24274
H -0.62767 -0.53598 -0.15774
*
```

Charges computed using natural (NBO), reported in e:
1 S -0.151
2 N -0.675
3 N -0.262
4 C -0.014
5 C -0.395
6 C 0.011
7 H 0.123
8 H 0.157
9 H 0.206

---

# 10
Computed, not measured: an isolated ion of composition C3H3N2S and charge +1 at a distorted geometry, with ωB97M-V with the def2-TZVPD basis set.

The HOMO energy comes out at -12.5 eV. For the frontier orbital gap, the calculation gives 0.2324 hartree.

Structure (ORCA input):
```
! wB97M-V def2-TZVPD RIJCOSX def2/J DEFGRID3
* xyz 1 1
S -0.32280 -3.67808 -0.61060
N 0.49725 -1.20537 0.47778
N -0.52538 0.59116 -0.56974
C -1.21108 0.75030 -1.52796
C 0.04518 -2.21910 -0.16393
C 0.38209 0.20323 0.25072
H 0.99807 1.00993 0.71092
H 0.91963 -1.57375 1.26222
H -2.24086 0.87950 -1.78309
*
```

Charges computed using natural (NBO), reported in e:
1 S 0.488
2 N -0.524
3 N -0.276
4 C 0.188
5 C 0.184
6 C -0.038
7 H 0.271
8 H 0.460
9 H 0.248

---

# 11
Computed, not measured: an isolated ion of composition C3H3N2S3 and charge -1 at a distorted geometry, with ωB97M-V with the def2-TZVPD basis set.

The HOMO energy comes out at -3.6 eV. For the frontier orbital gap, the calculation gives 0.2540 hartree.

Structure (ORCA input):
```
! wB97M-V def2-TZVPD RIJCOSX def2/J DEFGRID3
* xyz -1 1
S 0.50329 -2.74734 0.11932
S -2.03170 -1.06228 -0.04810
S -3.03962 1.82052 0.03862
N 0.24540 -0.08506 0.23310
N -0.55857 1.02043 0.28024
C 1.56521 0.32665 -0.20686
C -0.34800 -1.30051 0.14452
C -1.78719 0.76025 0.11524
H 1.50358 1.34974 -0.26320
H 1.71721 -0.28456 -1.11398
H 2.23039 0.20217 0.70111
*
```

Charges computed using natural (NBO), reported in e:
1 S -0.332
2 S 0.314
3 S -0.379
4 N -0.236
5 N -0.387
6 C -0.408
7 C -0.126
8 C -0.092
9 H 0.227
10 H 0.221
11 H 0.199

---

# 12
Computed, not measured: C3H3N3 in the gas phase at a distorted geometry, with ωB97M-V with the def2-TZVPD basis set.

The HOMO energy comes out at -10.3 eV. For the frontier orbital gap, the calculation gives 0.3995 hartree.

Structure (ORCA input):
```
! wB97M-V def2-TZVPD RIJCOSX def2/J DEFGRID3
* xyz 0 1
N 1.64015 -0.05417 -0.19068
N -0.35890 -1.56926 -0.42366
N -0.87072 2.57853 -0.35361
C 0.50796 -0.59766 -0.10373
C 0.52149 0.61528 0.65359
C -0.21032 1.74025 0.09656
H -1.27443 -1.38666 -0.04149
H 0.54915 0.56564 1.73875
H -0.35188 -1.93344 -1.36325
*
```

Charges computed using natural (NBO), reported in e:
1 N -0.321
2 N -0.787
3 N -0.315
4 C 0.407
5 C -0.273
6 C 0.249
7 H 0.405
8 H 0.223
9 H 0.411

---

# 13
Computed, not measured: C3H3N3 in the gas phase at a distorted geometry, with ωB97M-V with the def2-TZVPD basis set.

The HOMO energy comes out at -8.8 eV. For the frontier orbital gap, the calculation gives 0.3236 hartree.

Structure (ORCA input):
```
! wB97M-V def2-TZVPD RIJCOSX def2/J DEFGRID3
* xyz 0 1
N 0.35894 1.29248 -0.55848
N -0.53824 -1.04168 0.12990
N -0.62615 0.84590 -1.17620
C 0.92996 0.65601 0.39631
C 0.76059 -0.70753 0.53072
C -1.34780 -0.27548 -0.62339
H -2.56734 -0.55655 -0.80465
H 1.75374 1.28058 0.91135
H 1.27631 -1.49374 1.19443
*
```

Charges computed using natural (NBO), reported in e:
1 N -0.176
2 N -0.424
3 N -0.197
4 C -0.038
5 C -0.012
6 C 0.166
7 H 0.241
8 H 0.205
9 H 0.235

---

# 14
Computed, not measured: C3H3N3 in the gas phase at a distorted geometry, with ωB97M-V with the def2-TZVPD basis set.

The HOMO energy comes out at -11.1 eV. For the frontier orbital gap, the calculation gives 0.4246 hartree.

Structure (ORCA input):
```
! wB97M-V def2-TZVPD RIJCOSX def2/J DEFGRID3
* xyz 0 1
N -1.26113 1.83545 1.14838
N 0.54600 0.52761 -1.01883
N -0.77927 -2.48461 0.54163
C -0.57333 0.94640 0.88934
C 0.30256 -0.06882 0.28841
C -0.32356 -1.42901 0.40867
H 1.22618 -0.13373 0.89019
H 1.16782 0.02558 -1.63161
H -0.30529 0.78112 -1.51617
*
```

Charges computed using natural (NBO), reported in e:
1 N -0.267
2 N -0.793
3 N -0.269
4 C 0.270
5 C -0.226
6 C 0.245
7 H 0.271
8 H 0.382
9 H 0.386

---

# 15
Computed, not measured: C3H3N3 in the gas phase at a distorted geometry, with ωB97M-V with the def2-TZVPD basis set.

The HOMO energy comes out at -10.5 eV. For the frontier orbital gap, the calculation gives 0.3912 hartree.

Structure (ORCA input):
```
! wB97M-V def2-TZVPD RIJCOSX def2/J DEFGRID3
* xyz 0 1
N -1.42528 0.40715 -0.02798
N 1.02860 0.93346 0.05388
N 0.37310 -1.31512 -0.10305
C -0.26111 1.23507 0.01859
C -0.92477 -0.88394 0.00208
C 1.22365 -0.41064 0.03531
H -1.89919 -1.53032 0.42147
H -0.35812 2.28588 -0.25887
H 2.19578 -0.57699 0.04151
*
```

Charges computed using natural (NBO), reported in e:
1 N -0.452
2 N -0.464
3 N -0.471
4 C 0.260
5 C 0.270
6 C 0.290
7 H 0.211
8 H 0.185
9 H 0.171

---

# 16
Computed, not measured: a 2-piece molecular cluster, C3H3N3O overall at a distorted geometry, with ωB97M-V with the def2-TZVPD basis set.

The HOMO energy comes out at -9.6 eV. For the frontier orbital gap, the calculation gives 0.3684 hartree.

Structure (ORCA input):
```
! wB97M-V def2-TZVPD RIJCOSX def2/J DEFGRID3
* xyz 0 1
O 0.14163 0.20832 1.60369
N 2.09843 -1.48689 0.39206
N 1.92463 -1.66387 1.46502
N -2.48378 -0.19634 -0.63960
C -1.33979 0.19227 -0.70309
C -0.12467 0.72508 -0.68470
C 0.60309 0.66687 0.57870
H 0.26720 1.23091 -1.55778
H -2.71979 -1.14543 -0.91103
H 1.64500 1.04491 0.53480
*
```

Charges computed using natural (NBO), reported in e:
1 O -0.559
2 N -0.038
3 N 0.040
4 N -0.593
5 C 0.543
6 C -0.576
7 C 0.398
8 H 0.258
9 H 0.402
10 H 0.125

---

# 17
Computed, not measured: C3H3N3O in the gas phase at a distorted geometry, with ωB97M-V with the def2-TZVPD basis set.

The HOMO energy comes out at -11.0 eV. For the frontier orbital gap, the calculation gives 0.4014 hartree.

Structure (ORCA input):
```
! wB97M-V def2-TZVPD RIJCOSX def2/J DEFGRID3
* xyz 0 1
O 2.42992 0.71599 0.09061
N 0.36053 -0.28381 0.13338
N -1.45587 0.85374 -0.42342
N -0.80251 -1.17440 0.39793
C -1.76832 -0.38135 0.04162
C -0.15906 0.86997 -0.34996
C 1.80761 -0.30263 0.25519
H -2.81494 -0.66274 0.09998
H 0.48426 1.67821 -0.64442
H 2.33774 -1.23757 0.45831
*
```

Charges computed using natural (NBO), reported in e:
1 O -0.518
2 N -0.320
3 N -0.480
4 N -0.253
5 C 0.168
6 C 0.242
7 C 0.557
8 H 0.210
9 H 0.232
10 H 0.162

---

# 18
Computed, not measured: a 2-piece molecular cluster, C3H3N3O overall at a distorted geometry, with ωB97M-V with the def2-TZVPD basis set.

The HOMO energy (alpha / beta) comes out at -9.1 / -7.3 eV. For the frontier orbital gap (alpha / beta), the calculation gives 0.3338 / 0.2547 hartree.

Structure (ORCA input):
```
! wB97M-V def2-TZVPD RIJCOSX def2/J DEFGRID3
* xyz 0 1
O 1.13032 -1.38020 0.28270
N 2.31013 1.11738 0.51157
N 2.60610 -0.02161 -0.05548
N 1.79739 1.16184 -0.70398
C -1.81398 0.11945 0.51396
C -1.07592 -0.47882 -0.45510
C 0.10859 -1.03671 -0.13706
H -2.58484 0.79447 0.13458
H -1.29614 -0.49812 -1.57109
H -1.18165 0.22233 1.47991
*
```

Charges computed using natural (NBO), reported in e:
1 O -0.390
2 N -0.019
3 N -0.014
4 N -0.090
5 C -0.408
6 C -0.469
7 C 0.700
8 H 0.218
9 H 0.269
10 H 0.203

---

# 19
Computed, not measured: C3H3N3O in the gas phase at a distorted geometry, with ωB97M-V with the def2-TZVPD basis set.

The HOMO energy (alpha / beta) comes out at -9.0 / -9.0 eV. For the frontier orbital gap (alpha / beta), the calculation gives 0.2819 / 0.2818 hartree.

Structure (ORCA input):
```
! wB97M-V def2-TZVPD RIJCOSX def2/J DEFGRID3
* xyz 0 1
O -1.16426 -0.51809 1.91243
N 1.01876 1.13975 -1.40489
N -0.13477 1.37687 -1.44659
N 1.65931 0.17483 0.87705
C 0.91193 0.11699 -0.10632
C -0.45867 -0.31740 -0.35437
C -1.39036 -0.67741 0.73322
H 2.58745 0.54474 0.71661
H -0.63616 -0.77766 -1.32169
H -2.38803 -1.02176 0.37518
*
```

Charges computed using natural (NBO), reported in e:
1 O -0.490
2 N -0.132
3 N 0.085
4 N -0.584
5 C 0.401
6 C -0.379
7 C 0.364
8 H 0.382
9 H 0.234
10 H 0.117

---

# 20
Computed, not measured: C3H3N3O in the gas phase, with ωB97M-V with the def2-TZVPD basis set.

The HOMO energy comes out at -9.4 eV. For the frontier orbital gap, the calculation gives 0.3233 hartree.

Structure (ORCA input):
```
! wB97M-V def2-TZVPD RIJCOSX def2/J DEFGRID3
* xyz 0 1
O -1.47702 0.11730 1.43497
N -0.00252 0.16686 -1.17964
N 2.71136 0.45966 0.88375
N 0.56787 0.94844 -0.19283
C 1.68121 0.70457 0.26334
C -1.78956 -0.50605 0.44984
C -1.06972 -0.46493 -0.86993
H -1.50711 -1.05714 -1.67643
H -2.68305 -1.16817 0.42965
H 3.56855 0.79946 0.45727
*
```

Charges computed using natural (NBO), reported in e:
1 O -0.459
2 N -0.156
3 N -0.677
4 N -0.359
5 C 0.640
6 C 0.355
7 C -0.050
8 H 0.197
9 H 0.118
10 H 0.392

---

no.,electronic energy (eV)
1,-4648.1795
2,-6124.7078
3,-6124.5580
4,-8183.9479
5,-8178.0367
6,-8172.5000
7,-8175.9457
8,-21070.9967
9,-16972.1388
10,-16963.3620
11,-38646.6024
12,-7627.7563
13,-7626.3339
14,-7628.4638
15,-7627.8813
16,-9676.3826
17,-9676.2210
18,-9669.1434
19,-9672.9090
20,-9674.4195